The molecule C9H9BrIN3 in a non-equilibrium geometry, computed with ωB97M-V/def2-TZVPD.

Calculated values
- relative energy (zero: lowest compared OMol25 entry of this formula, charge and spin) (kJ/mol) = 353.92
- 2S+1 = 1
- Kohn-Sham gap (eV) = 7.5

XYZ file:
```
23
Properties=species:S:1:pos:R:3:forces:R:3:mulliken_charge:R:1
C 0.109 -2.045 -1.715 0.8 -0.3 1.2 -0.5736
C -1.051 -1.773 -2.403 -0.2 -1.4 -0.2 -0.5173
C 0.524 -1.263 -0.614 0.3 -0.7 0.8 -0.4537
C -1.850 -0.753 -1.908 0.8 -0.5 1.0 -0.3391
C -0.315 -0.292 -0.016 -1.3 0.6 -0.9 0.1632
C -1.573 -0.044 -0.724 2.0 -0.8 -0.5 0.0927
C 1.217 2.117 -0.213 -1.3 -2.8 -1.3 0.3023
C 0.154 0.399 1.236 0.8 -1.2 -1.4 0.4040
C 1.025 -0.449 2.133 -2.9 -2.0 0.5 -1.7519
N 0.577 3.027 0.411 0.4 1.5 1.7 -0.1382
N -0.234 2.770 1.373 -0.9 2.5 -1.1 -0.7247
N -0.367 1.519 1.769 0.6 -1.3 -1.1 0.4322
Br 2.974 2.299 -0.843 -0.2 0.2 0.0 -0.1489
I -2.952 1.424 -0.300 -0.3 0.3 0.4 0.1160
H 0.596 -3.011 -1.871 0.4 0.6 -0.3 0.3233
H -1.389 -2.548 -3.184 0.4 1.7 1.1 0.2594
H 1.497 -1.509 -0.071 -1.5 0.3 -1.1 0.3760
H -2.791 -0.705 -2.350 -1.5 0.8 -0.6 0.4017
H 0.576 1.326 -0.636 1.4 0.7 -0.5 0.2373
H 0.900 -1.554 1.870 0.5 1.6 0.4 0.4153
H 0.717 -0.369 3.188 -0.2 0.1 -0.2 0.4351
H 2.010 -0.146 2.135 2.3 0.5 -0.3 0.3416
H -0.354 1.580 2.735 -0.5 -0.3 2.5 0.3473
```
Forces are in eV/Å.

=====

The ion C9H9BrNO2 with charge -1 in a non-equilibrium geometry, computed with ωB97M-V/def2-TZVPD.

Calculated values
- relative energy (zero: lowest compared OMol25 entry of this formula, charge and spin) (kJ/mol) = 0.00
- SMILES = [O-]N1CCO[C@H]1c1ccc(Br)cc1
- net charge = -1
- 2S+1 = 1
- Kohn-Sham gap (eV) = 4.2

XYZ file:
```
22
Properties=species:S:1:pos:R:3:forces:R:3:mulliken_charge:R:1
O 1.101 -1.137 2.542 2.9 -0.5 0.8 -0.7845
N 0.017 -0.948 1.856 -3.0 1.2 -2.0 -0.1336
C -0.985 -2.063 2.026 1.0 -0.3 -0.6 -0.4863
C -1.173 -2.632 0.613 -0.6 -2.8 -1.0 -0.3196
O -0.934 -1.601 -0.289 0.8 1.4 0.3 -0.3617
C 0.191 -0.896 0.266 -0.9 -1.1 1.0 0.1117
C 0.286 0.436 -0.413 0.0 0.7 0.2 0.3584
C -0.533 0.879 -1.491 1.1 -1.0 0.7 -0.5935
C -0.175 2.062 -2.097 -1.9 -1.3 -1.5 -0.2386
C 0.741 2.890 -1.612 0.5 2.0 0.2 0.0943
Br 0.900 4.566 -2.599 0.4 -0.4 0.6 -0.2657
C 1.398 2.603 -0.436 -0.4 -0.9 -1.6 -0.5730
C 1.287 1.336 0.065 -1.0 -1.2 0.4 -0.5020
H -1.863 -1.544 2.267 -1.6 0.4 0.6 0.2107
H -0.718 -2.728 2.903 0.1 0.5 -1.4 0.3544
H -0.523 -3.510 0.296 0.0 0.8 1.0 0.2117
H -2.169 -3.051 0.282 0.4 0.6 1.0 0.2566
H 1.083 -1.512 0.166 0.6 0.1 -0.4 0.1374
H -1.323 0.357 -2.054 0.5 -0.4 1.1 0.2970
H -0.649 2.207 -3.046 -0.2 0.7 -0.3 0.3540
H 2.099 3.273 -0.122 1.8 1.6 1.2 0.4757
H 1.942 1.014 0.876 -0.4 0.0 0.0 0.3967
```
Forces are in eV/Å.

=====

The molecule C9H9Cl2N in a non-equilibrium geometry, computed with ωB97M-V/def2-TZVPD.

Calculated values
- relative energy (zero: lowest compared OMol25 entry of this formula, charge and spin) (kJ/mol) = 147.24
- SMILES = Clc1cc2c(cc1Cl)CNCC2
- 2S+1 = 1
- Kohn-Sham gap (eV) = 9.6

XYZ file:
```
21
Properties=species:S:1:pos:R:3:forces:R:3:mulliken_charge:R:1
Cl -0.372 3.061 -3.033 -0.5 0.9 -2.0 -0.2106
C -0.308 2.167 -1.639 1.0 -3.4 0.3 0.2209
C -0.206 0.711 -1.732 -1.4 2.2 -2.4 -0.6179
C -0.005 -0.094 -0.682 -1.4 -1.8 -0.9 0.5235
C 0.139 0.491 0.530 1.7 1.9 1.5 0.7701
C 0.182 1.866 0.645 -1.5 3.0 1.7 -0.5666
C -0.103 2.770 -0.436 0.7 -1.7 0.9 0.0396
Cl -0.047 4.492 -0.379 0.0 -0.2 0.7 -0.1956
C 0.302 -0.349 1.732 -0.1 -0.7 1.4 -0.7308
N 0.831 -1.683 1.332 -1.3 -1.6 1.4 -0.5109
C -0.273 -2.361 0.501 3.1 0.6 -1.0 -0.7114
C -0.103 -1.609 -0.857 1.9 -0.8 -1.1 -0.7475
H -0.464 0.189 -2.676 0.4 0.9 0.3 0.2790
H 0.139 2.414 1.681 0.6 -1.5 -1.8 0.2201
H 0.990 0.137 2.516 -1.3 -0.8 -1.1 0.3766
H -0.802 -0.394 2.016 1.3 -0.3 1.0 0.2543
H 1.076 -2.333 2.161 -0.8 1.8 -1.6 0.2701
H 0.032 -3.434 0.380 -0.6 0.9 0.1 0.3802
H -1.254 -2.227 0.930 -0.4 -0.1 0.2 0.3304
H -0.712 -1.991 -1.735 0.0 0.9 1.3 0.3376
H 0.956 -1.824 -1.256 -1.3 -0.3 0.8 0.2891
```
Forces are in eV/Å.

=====

A structure of composition C9H9Cl5O3PS3SbSr, computed with ωB97M-V/def2-TZVPD.

Calculated values
- relative energy (zero: lowest compared OMol25 entry of this formula, charge and spin) (kJ/mol) = 52.04
- net charge = -1
- 2S+1 = 2
- Kohn-Sham gap (alpha / beta) (eV) = 6.5 / 6.4

XYZ file:
```
32
Properties=species:S:1:pos:R:3:forces:R:3:mulliken_spin:R:1
Sr 0.545 -0.424 0.577 0.1 0.1 0.2 -0.0062
S 0.252 1.741 5.616 -0.1 0.0 -0.1 0.3140
Sb 1.144 0.447 3.965 0.0 0.0 0.1 0.3723
S 1.792 1.664 2.036 0.0 -0.1 0.0 0.1583
S -0.330 -1.244 3.175 0.0 0.1 -0.1 0.1493
Cl 2.521 -3.074 0.883 0.0 -0.1 0.2 -0.0003
C 2.905 -2.566 -0.753 0.1 0.0 -0.1 0.0033
C 2.150 -1.533 -1.261 -0.1 0.1 -0.3 -0.0031
C 2.474 -1.162 -2.551 0.0 0.0 0.0 0.0020
Cl 1.555 0.156 -3.278 0.0 0.0 0.0 0.0000
C 3.475 -1.760 -3.310 0.0 0.0 0.0 -0.0003
Cl 3.823 -1.246 -4.921 0.0 0.0 -0.1 0.0000
C 4.212 -2.798 -2.740 0.0 0.0 0.0 0.0002
Cl 5.471 -3.563 -3.635 0.0 0.0 0.0 0.0000
C 3.929 -3.211 -1.439 0.0 0.0 0.0 -0.0005
Cl 4.840 -4.485 -0.716 0.0 0.0 0.0 0.0000
C -1.875 1.907 -2.233 0.0 0.0 0.0 0.0007
O -2.192 2.454 -0.958 -0.1 0.0 0.2 -0.0001
P -2.119 1.473 0.325 0.0 -0.2 -0.2 0.0099
O -3.501 0.639 0.062 0.1 0.1 0.0 0.0022
C -3.943 -0.165 1.161 0.1 0.0 0.0 -0.0081
O -2.545 2.506 1.457 -0.1 0.1 0.0 -0.0013
C -1.872 2.501 2.740 0.1 0.0 0.1 0.0070
H -2.702 1.303 -2.609 0.0 0.0 0.0 0.0000
H -0.969 1.293 -2.195 0.0 0.0 0.0 -0.0005
H -1.698 2.742 -2.906 0.0 0.0 0.0 0.0002
H -4.431 0.468 1.903 0.0 0.0 0.0 -0.0001
H -3.109 -0.688 1.643 0.0 0.0 0.0 0.0084
H -4.652 -0.890 0.769 0.0 0.0 0.0 -0.0001
H -2.552 2.964 3.449 0.0 0.0 0.0 -0.0045
H -0.945 3.066 2.679 0.0 0.0 0.0 0.0003
H -1.650 1.484 3.065 0.0 0.0 0.0 -0.0033
```
Forces are in eV/Å.

=====

A structure of composition C9H9ClNO13P2Se3TeTi in a non-equilibrium geometry, computed with ωB97M-V/def2-TZVPD.

Calculated values
- relative energy (zero: lowest compared OMol25 entry of this formula, charge and spin) (kJ/mol) = 65.57
- net charge = -2
- 2S+1 = 2
- Kohn-Sham gap (alpha / beta) (eV) = 5.5 / 4.9

XYZ file:
```
40
Properties=species:S:1:pos:R:3:forces:R:3:mulliken_spin:R:1
Ti 0.150 -0.189 0.416 0.4 -0.5 -1.2 -0.0023
O 2.666 -0.801 -3.528 -0.3 -0.1 -0.1 0.0000
C 2.461 -0.575 -2.199 0.9 0.3 0.0 -0.0003
O 2.802 -1.376 -1.374 -0.4 -0.2 0.1 0.0007
C 2.011 0.807 -1.897 -0.1 -0.1 -0.1 0.0011
C 2.308 1.819 -2.749 0.0 0.0 0.0 0.0009
C 1.992 3.177 -2.388 0.0 0.0 0.0 0.0007
C 1.434 3.411 -1.184 0.1 -0.1 0.0 0.0001
C 1.151 2.315 -0.307 0.0 0.1 0.1 -0.0002
N 1.401 0.974 -0.681 -0.3 0.0 0.0 -0.0021
C 0.573 2.421 0.921 0.0 -0.1 0.0 0.0047
O 0.275 3.599 1.527 0.0 0.0 0.0 0.0001
O 0.288 1.312 1.562 0.0 0.5 0.3 0.0139
H 3.030 -1.697 -3.560 0.0 0.0 0.0 0.0000
H 2.784 1.589 -3.690 0.0 0.0 0.0 0.0000
H 2.204 3.984 -3.077 0.0 0.0 0.0 0.0001
H 1.166 4.404 -0.849 0.0 0.0 0.0 0.0000
H -0.456 3.410 2.131 0.0 0.0 0.0 0.0000
Se 1.129 -0.958 4.025 0.0 0.1 0.0 0.3711
Se 2.102 -2.345 5.435 0.0 0.0 -0.1 0.5413
Te 3.638 -3.216 1.971 0.0 0.0 0.1 0.0318
Se 2.361 -1.084 1.921 0.0 0.0 0.2 0.0373
O -3.618 0.057 -0.905 0.0 -0.3 -0.1 0.0000
P -2.657 1.185 -0.353 0.3 0.0 0.2 0.0006
O -3.058 2.533 -0.767 0.0 0.0 0.0 0.0001
O -1.224 0.689 -0.644 -0.3 0.4 0.2 0.0012
O -2.795 1.101 1.278 -0.1 -0.2 0.0 -0.0007
P -2.407 -0.131 2.246 0.1 0.2 -0.3 0.0030
O -3.696 -1.095 2.192 0.0 -0.1 0.0 -0.0004
O -2.180 0.366 3.611 0.0 -0.1 0.0 0.0017
O -1.330 -0.931 1.491 -0.2 0.2 0.6 -0.0024
H -3.109 -0.764 -1.114 -0.1 0.1 0.0 0.0002
H -4.221 -0.913 2.979 0.0 0.0 0.0 -0.0002
Cl 0.347 -4.275 0.826 -0.1 0.0 -0.1 0.0013
C -1.108 -3.851 -0.093 0.0 -0.1 0.1 0.0003
C -1.072 -2.502 -0.800 -0.2 -0.1 0.0 -0.0009
O -2.106 -2.206 -1.396 0.1 0.1 -0.1 -0.0001
O 0.000 -1.799 -0.721 0.0 0.0 0.1 -0.0025
H -1.956 -3.824 0.587 0.0 0.0 0.0 -0.0001
H -1.280 -4.620 -0.842 0.0 0.0 0.0 0.0001
```
Forces are in eV/Å.

=====

A structure of composition C9H9IIrN6Se4 in a non-equilibrium geometry, computed with ωB97M-V/def2-TZVPD.

Calculated values
- relative energy (zero: lowest compared OMol25 entry of this formula, charge and spin) (kJ/mol) = 0.00
- net charge = +2
- 2S+1 = 2
- Kohn-Sham gap (alpha / beta) (eV) = 6.5 / 6.1

XYZ file:
```
30
Properties=species:S:1:pos:R:3:forces:R:3:mulliken_spin:R:1
Ir -0.722 -1.222 0.129 -1.1 -1.0 1.2 -0.0098
N -1.121 2.766 0.986 0.0 0.1 0.3 -0.0007
C -0.963 2.430 2.314 0.0 0.1 -0.1 0.0002
C -0.819 1.080 2.355 0.0 -0.1 -0.1 -0.0004
N -0.896 0.596 1.066 0.0 0.4 0.5 -0.0028
C -1.069 1.636 0.268 0.0 0.2 -0.2 -0.0099
C -1.108 1.347 -1.143 0.0 0.1 0.1 0.0036
N -0.959 0.073 -1.474 0.9 0.0 -0.2 0.0099
C -0.981 0.003 -2.851 0.0 -0.1 0.1 0.0080
C -1.150 1.261 -3.337 0.0 0.1 0.1 -0.0009
N -1.227 2.099 -2.244 0.0 -0.1 -0.3 -0.0010
H -1.249 3.705 0.643 0.0 0.0 0.0 0.0000
H -0.965 3.166 3.099 0.0 0.0 0.0 0.0000
H -0.680 0.441 3.209 0.0 0.0 0.0 -0.0005
H -0.874 -0.924 -3.386 0.0 0.0 0.0 -0.0076
H -1.221 1.624 -4.348 0.0 0.0 0.0 -0.0001
H -1.358 3.098 -2.296 0.0 0.0 0.0 0.0006
Se -0.345 -3.184 -1.183 0.3 0.0 -0.3 0.4207
Se -1.715 -4.897 -0.649 -0.4 -0.1 0.3 0.3833
Se -3.027 -4.167 1.128 -0.1 -0.9 -0.3 0.1550
Se -2.324 -2.079 1.586 0.3 0.8 -0.2 0.0483
I 5.307 -0.214 -0.555 0.2 0.1 -0.1 0.0001
C 3.493 -0.728 0.234 -0.1 0.0 0.1 -0.0031
C 3.238 -1.236 1.490 0.0 0.0 0.0 0.0009
N 1.910 -1.426 1.585 -0.1 -0.1 0.2 -0.0050
N 1.291 -1.064 0.453 0.3 0.5 -1.1 0.0132
C 2.242 -0.640 -0.380 0.1 0.0 0.1 -0.0024
H 3.907 -1.472 2.301 -0.1 0.0 0.0 0.0004
H 1.386 -1.783 2.369 0.0 -0.1 -0.1 0.0001
H 1.998 -0.289 -1.370 0.0 0.0 0.0 -0.0003
```
Forces are in eV/Å.

=====

What did the sixth record say?
A structure of composition C9H9IIrN6Se4 in a non-equilibrium geometry, computed with ωB97M-V/def2-TZVPD.

Calculated values
- relative energy (zero: lowest compared OMol25 entry of this formula, charge and spin) (kJ/mol) = 0.00
- net charge = +2
- 2S+1 = 2
- Kohn-Sham gap (alpha / beta) (eV) = 6.5 / 6.1

XYZ file:
```
30
Properties=species:S:1:pos:R:3:forces:R:3:mulliken_spin:R:1
Ir -0.722 -1.222 0.129 -1.1 -1.0 1.2 -0.0098
N -1.121 2.766 0.986 0.0 0.1 0.3 -0.0007
C -0.963 2.430 2.314 0.0 0.1 -0.1 0.0002
C -0.819 1.080 2.355 0.0 -0.1 -0.1 -0.0004
N -0.896 0.596 1.066 0.0 0.4 0.5 -0.0028
C -1.069 1.636 0.268 0.0 0.2 -0.2 -0.0099
C -1.108 1.347 -1.143 0.0 0.1 0.1 0.0036
N -0.959 0.073 -1.474 0.9 0.0 -0.2 0.0099
C -0.981 0.003 -2.851 0.0 -0.1 0.1 0.0080
C -1.150 1.261 -3.337 0.0 0.1 0.1 -0.0009
N -1.227 2.099 -2.244 0.0 -0.1 -0.3 -0.0010
H -1.249 3.705 0.643 0.0 0.0 0.0 0.0000
H -0.965 3.166 3.099 0.0 0.0 0.0 0.0000
H -0.680 0.441 3.209 0.0 0.0 0.0 -0.0005
H -0.874 -0.924 -3.386 0.0 0.0 0.0 -0.0076
H -1.221 1.624 -4.348 0.0 0.0 0.0 -0.0001
H -1.358 3.098 -2.296 0.0 0.0 0.0 0.0006
Se -0.345 -3.184 -1.183 0.3 0.0 -0.3 0.4207
Se -1.715 -4.897 -0.649 -0.4 -0.1 0.3 0.3833
Se -3.027 -4.167 1.128 -0.1 -0.9 -0.3 0.1550
Se -2.324 -2.079 1.586 0.3 0.8 -0.2 0.0483
I 5.307 -0.214 -0.555 0.2 0.1 -0.1 0.0001
C 3.493 -0.728 0.234 -0.1 0.0 0.1 -0.0031
C 3.238 -1.236 1.490 0.0 0.0 0.0 0.0009
N 1.910 -1.426 1.585 -0.1 -0.1 0.2 -0.0050
N 1.291 -1.064 0.453 0.3 0.5 -1.1 0.0132
C 2.242 -0.640 -0.380 0.1 0.0 0.1 -0.0024
H 3.907 -1.472 2.301 -0.1 0.0 0.0 0.0004
H 1.386 -1.783 2.369 0.0 -0.1 -0.1 0.0001
H 1.998 -0.289 -1.370 0.0 0.0 0.0 -0.0003
```
Forces are in eV/Å.

=====

Repeat the third record exactly.
The molecule C9H9Cl2N in a non-equilibrium geometry, computed with ωB97M-V/def2-TZVPD.

Calculated values
- relative energy (zero: lowest compared OMol25 entry of this formula, charge and spin) (kJ/mol) = 147.24
- SMILES = Clc1cc2c(cc1Cl)CNCC2
- 2S+1 = 1
- Kohn-Sham gap (eV) = 9.6

XYZ file:
```
21
Properties=species:S:1:pos:R:3:forces:R:3:mulliken_charge:R:1
Cl -0.372 3.061 -3.033 -0.5 0.9 -2.0 -0.2106
C -0.308 2.167 -1.639 1.0 -3.4 0.3 0.2209
C -0.206 0.711 -1.732 -1.4 2.2 -2.4 -0.6179
C -0.005 -0.094 -0.682 -1.4 -1.8 -0.9 0.5235
C 0.139 0.491 0.530 1.7 1.9 1.5 0.7701
C 0.182 1.866 0.645 -1.5 3.0 1.7 -0.5666
C -0.103 2.770 -0.436 0.7 -1.7 0.9 0.0396
Cl -0.047 4.492 -0.379 0.0 -0.2 0.7 -0.1956
C 0.302 -0.349 1.732 -0.1 -0.7 1.4 -0.7308
N 0.831 -1.683 1.332 -1.3 -1.6 1.4 -0.5109
C -0.273 -2.361 0.501 3.1 0.6 -1.0 -0.7114
C -0.103 -1.609 -0.857 1.9 -0.8 -1.1 -0.7475
H -0.464 0.189 -2.676 0.4 0.9 0.3 0.2790
H 0.139 2.414 1.681 0.6 -1.5 -1.8 0.2201
H 0.990 0.137 2.516 -1.3 -0.8 -1.1 0.3766
H -0.802 -0.394 2.016 1.3 -0.3 1.0 0.2543
H 1.076 -2.333 2.161 -0.8 1.8 -1.6 0.2701
H 0.032 -3.434 0.380 -0.6 0.9 0.1 0.3802
H -1.254 -2.227 0.930 -0.4 -0.1 0.2 0.3304
H -0.712 -1.991 -1.735 0.0 0.9 1.3 0.3376
H 0.956 -1.824 -1.256 -1.3 -0.3 0.8 0.2891
```
Forces are in eV/Å.

=====

Copy entry 4 word for word.
A structure of composition C9H9Cl5O3PS3SbSr, computed with ωB97M-V/def2-TZVPD.

Calculated values
- relative energy (zero: lowest compared OMol25 entry of this formula, charge and spin) (kJ/mol) = 52.04
- net charge = -1
- 2S+1 = 2
- Kohn-Sham gap (alpha / beta) (eV) = 6.5 / 6.4

XYZ file:
```
32
Properties=species:S:1:pos:R:3:forces:R:3:mulliken_spin:R:1
Sr 0.545 -0.424 0.577 0.1 0.1 0.2 -0.0062
S 0.252 1.741 5.616 -0.1 0.0 -0.1 0.3140
Sb 1.144 0.447 3.965 0.0 0.0 0.1 0.3723
S 1.792 1.664 2.036 0.0 -0.1 0.0 0.1583
S -0.330 -1.244 3.175 0.0 0.1 -0.1 0.1493
Cl 2.521 -3.074 0.883 0.0 -0.1 0.2 -0.0003
C 2.905 -2.566 -0.753 0.1 0.0 -0.1 0.0033
C 2.150 -1.533 -1.261 -0.1 0.1 -0.3 -0.0031
C 2.474 -1.162 -2.551 0.0 0.0 0.0 0.0020
Cl 1.555 0.156 -3.278 0.0 0.0 0.0 0.0000
C 3.475 -1.760 -3.310 0.0 0.0 0.0 -0.0003
Cl 3.823 -1.246 -4.921 0.0 0.0 -0.1 0.0000
C 4.212 -2.798 -2.740 0.0 0.0 0.0 0.0002
Cl 5.471 -3.563 -3.635 0.0 0.0 0.0 0.0000
C 3.929 -3.211 -1.439 0.0 0.0 0.0 -0.0005
Cl 4.840 -4.485 -0.716 0.0 0.0 0.0 0.0000
C -1.875 1.907 -2.233 0.0 0.0 0.0 0.0007
O -2.192 2.454 -0.958 -0.1 0.0 0.2 -0.0001
P -2.119 1.473 0.325 0.0 -0.2 -0.2 0.0099
O -3.501 0.639 0.062 0.1 0.1 0.0 0.0022
C -3.943 -0.165 1.161 0.1 0.0 0.0 -0.0081
O -2.545 2.506 1.457 -0.1 0.1 0.0 -0.0013
C -1.872 2.501 2.740 0.1 0.0 0.1 0.0070
H -2.702 1.303 -2.609 0.0 0.0 0.0 0.0000
H -0.969 1.293 -2.195 0.0 0.0 0.0 -0.0005
H -1.698 2.742 -2.906 0.0 0.0 0.0 0.0002
H -4.431 0.468 1.903 0.0 0.0 0.0 -0.0001
H -3.109 -0.688 1.643 0.0 0.0 0.0 0.0084
H -4.652 -0.890 0.769 0.0 0.0 0.0 -0.0001
H -2.552 2.964 3.449 0.0 0.0 0.0 -0.0045
H -0.945 3.066 2.679 0.0 0.0 0.0 0.0003
H -1.650 1.484 3.065 0.0 0.0 0.0 -0.0033
```
Forces are in eV/Å.